This record from the OMol25 dataset describes a cluster of 7 separate species, C41H70N2O22P in total. The level of theory is ωB97M-V/def2-TZVPD.

Results
Lowest unoccupied orbital energy (eV): -4.27
Kohn-Sham gap (eV): 7.67
Net charge: +1
E_HOMO (hartree): -0.4387

Geometry (Å):
C  10.028  -1.971  0.520
C  9.337  -0.596  0.634
C  7.802  -0.701  0.688
C  7.162  -0.458  -0.698
C  6.623  0.973  -0.826
C  5.228  1.098  -0.209
C  4.704  2.548  -0.252
C  4.494  3.183  1.129
C  3.151  2.816  1.761
C  3.187  1.465  2.512
C  2.287  1.465  3.759
C  1.883  0.050  4.182
N  0.494  -0.308  3.790
C  -0.216  -1.120  4.578
C  -1.468  -1.536  4.204
C  -1.993  -1.101  2.994
C  -3.332  -1.683  2.607
O  -4.267  -1.641  3.345
O  -3.374  -2.299  1.374
P  -2.279  -3.592  1.241
O  -0.882  -2.839  0.858
O  -2.757  -4.145  -0.188
C  -1.268  -0.220  2.189
C  -1.731  0.283  0.881
C  -0.858  0.316  -0.206
C  -1.346  0.768  -1.418
C  -2.681  1.162  -1.478
N  -3.516  1.165  -0.444
C  -3.039  0.732  0.719
C  -0.018  0.147  2.639
H  10.440  -2.122  -0.475
H  10.821  -2.069  1.260
H  9.324  -2.780  0.712
H  9.699  -0.048  1.502
H  9.603  -0.009  -0.246
H  7.414  0.058  1.372
H  7.502  -1.679  1.067
H  6.316  -1.136  -0.841
H  7.905  -0.657  -1.470
H  7.302  1.640  -0.285
H  6.602  1.296  -1.868
H  5.308  0.747  0.821
H  4.575  0.438  -0.783
H  3.760  2.596  -0.799
H  5.424  3.154  -0.804
H  5.313  2.907  1.797
H  4.534  4.267  1.008
H  2.380  2.750  0.992
H  2.883  3.572  2.501
H  2.863  0.650  1.859
H  4.212  1.252  2.814
H  1.424  2.117  3.626
H  2.855  1.879  4.592
H  2.525  -0.685  3.697
H  1.958  -0.079  5.257
H  0.233  -1.447  5.502
H  -2.037  -2.221  4.814
H  -0.841  -2.492  -0.045
H  -2.634  -3.504  -0.905
H  0.169  -0.012  -0.107
H  -0.723  0.793  -2.302
H  -3.084  1.491  -2.429
H  -3.727  0.752  1.557
H  0.606  0.800  2.050
C  -3.884  5.277  -6.523
O  -4.079  4.141  -5.672
C  -5.179  4.207  -4.922
O  -5.972  5.108  -4.910
O  -5.247  3.097  -4.184
C  -6.391  3.035  -3.322
H  -2.964  5.088  -7.067
H  -4.711  5.378  -7.221
H  -3.784  6.185  -5.932
H  -7.310  3.056  -3.903
H  -6.380  3.859  -2.611
H  -6.314  2.092  -2.789
C  4.212  0.008  -4.805
O  3.355  -0.299  -5.908
C  2.056  -0.207  -5.647
O  1.570  0.103  -4.586
O  1.385  -0.513  -6.751
C  -0.039  -0.451  -6.626
H  5.226  -0.111  -5.174
H  4.058  1.033  -4.474
H  4.037  -0.681  -3.981
H  -0.359  0.556  -6.368
H  -0.389  -1.158  -5.877
H  -0.435  -0.723  -7.599
C  -10.799  -0.840  2.039
O  -9.728  -1.696  1.619
C  -8.556  -1.089  1.488
O  -8.330  0.076  1.686
O  -7.655  -1.994  1.095
C  -6.344  -1.459  0.915
H  -11.684  -1.464  2.104
H  -10.586  -0.411  3.015
H  -10.964  -0.048  1.312
H  -5.975  -1.049  1.849
H  -6.349  -0.689  0.143
H  -5.718  -2.284  0.596
C  0.883  -4.408  3.298
O  2.182  -4.996  3.331
C  3.151  -4.114  3.088
O  2.980  -2.929  2.897
O  4.313  -4.738  3.103
C  5.456  -3.906  2.858
H  0.170  -5.191  3.542
H  0.818  -3.621  4.046
H  0.667  -4.010  2.311
H  5.539  -3.136  3.623
H  5.391  -3.449  1.873
H  6.317  -4.563  2.904
C  11.484  -0.668  -3.624
O  10.714  0.421  -3.103
C  10.826  1.552  -3.800
O  11.495  1.709  -4.785
O  10.065  2.477  -3.214
C  10.096  3.754  -3.862
H  11.297  -1.509  -2.963
H  11.163  -0.916  -4.634
H  12.544  -0.426  -3.619
H  9.729  3.674  -4.883
H  11.105  4.159  -3.862
H  9.441  4.398  -3.284
C  -15.992  -2.230  1.552
O  -16.607  -1.704  2.731
C  -15.823  -0.907  3.453
O  -14.685  -0.613  3.193
O  -16.513  -0.491  4.511
C  -15.791  0.382  5.383
H  -16.743  -2.852  1.075
H  -15.699  -1.425  0.880
H  -15.124  -2.834  1.809
H  -15.491  1.287  4.857
H  -14.914  -0.120  5.788
H  -16.475  0.633  6.187

Atomic partial charges in e from the Mulliken method, atoms 1 to 5: -0.941 -0.432 -0.077 -1.026 -0.975